Below is C5H9ClN2O in the gas phase, with properties calculated with ωB97M-V with the def2-TZVPD basis set.

Each line ends with the Löwdin charge.
Atoms and positions in Å:
C -2.09 -0.63 0.02  -0.434
C -1.08 -1.67 -0.50  -0.150
C -0.22 -0.05 1.42  -0.123
C 0.77 -0.27 -0.14  -0.814
C 1.41 1.02 -0.66  -0.062
N -1.51 0.30 0.90  0.044
N 0.01 -0.95 -1.03  -0.104
O -3.28 -0.60 -0.21  0.057
Cl 1.90 -1.51 0.56  0.607
H -0.74 -2.30 0.32  0.115
H -1.48 -2.28 -1.26  0.119
H -0.28 -0.96 1.96  0.056
H 0.37 0.79 2.01  0.140
H 2.32 0.78 -1.27  0.094
H 1.64 1.59 0.32  0.103
H 0.62 1.53 -1.17  0.063
H -2.02 1.11 1.00  0.113
H -0.41 -0.37 -1.82  0.175

Computed properties:
Spin multiplicity: 1

=====

Below is 2 unconnected molecules or ions with the total composition C5H9ClN2S, with properties calculated with ωB97M-V with the def2-TZVPD basis set.

Each line ends with the Löwdin charge.
Atoms and positions in Å:
C 3.69 -0.19 0.14  -0.924
C 0.21 0.19 -1.27  -0.075
C 0.01 0.79 0.96  -0.597
C -2.84 -0.23 0.36  -0.071
C -1.42 -0.88 0.13  -0.154
N 3.56 0.72 -0.65  0.085
N -0.27 0.07 -0.11  -0.307
S 3.62 -1.31 1.20  0.706
Cl 1.11 2.13 0.85  0.607
H 0.09 -0.53 -2.07  0.067
H 1.03 0.94 -1.48  0.043
H -0.39 0.60 1.90  0.042
H -2.89 0.49 1.17  0.060
H -3.23 0.19 -0.56  0.069
H -3.57 -0.99 0.66  0.073
H -1.04 -1.44 1.02  0.127
H -1.59 -1.65 -0.68  0.132
H 3.91 1.10 -1.56  0.117

Computed properties:
Spin multiplicity: 1

=====

Calculated energy relative to the best compared isomer or geometry (same formula, charge and spin) in order - 0.0, 35.3 kcal/mol